Entry 1:
Density functional theory data (wB97M-V/def2-TZVPD) for a molecular structure, C43H43N9O2STi.

```
99
Properties=species:S:1:pos:R:3:forces:R:3
Ti 0.603753 -0.060307 0.496632 0.9203 2.3859 -0.0558
C 5.952380 0.178321 4.785298 -0.1528 -0.0471 0.0205
C 4.834452 -0.315535 3.902799 0.1549 -0.1348 -0.0078
C 4.845961 -1.601565 3.371131 0.0210 0.1796 0.0264
C 3.853133 -2.025923 2.508093 -0.1050 -0.0224 -0.0087
C 2.795924 -1.186903 2.120786 0.0949 0.1583 0.3749
N 1.856878 -1.488426 1.171358 0.5576 -0.2459 -0.0971
C 2.035376 -2.478900 0.222387 -0.1721 -0.6370 0.1373
C 3.255838 -2.836604 -0.362632 -0.0010 0.1051 -0.0915
C 3.342462 -3.783885 -1.369245 -0.1313 -0.0493 0.0858
C 2.211490 -4.440747 -1.833255 0.1282 -0.0870 -0.0719
C 2.271078 -5.448205 -2.951035 -0.0744 0.0865 0.0393
C 0.994047 -4.121899 -1.251689 -0.1663 0.1216 0.0930
C 0.890511 -3.173752 -0.245505 0.6948 -0.0411 -0.0619
N -0.377022 -2.958086 0.355382 -0.2947 -0.3232 0.0858
C -1.295989 -3.922771 0.604898 -0.1110 0.1863 0.1401
C -2.336772 -3.330170 1.278721 -0.0241 -0.1677 -0.0598
C -1.961001 -1.988831 1.401672 0.0739 -0.0081 0.0477
N -0.780305 -1.774349 0.845816 -0.4567 -0.4826 -0.1524
C 2.693851 0.044596 2.826217 0.2978 -0.5429 -0.0371
C 3.724474 0.475212 3.650289 -0.2019 0.0346 -0.0605
N 1.490838 0.788353 2.752886 -0.2248 0.7258 -0.0127
C 1.271541 2.060323 3.187191 -0.0645 0.0153 -0.3171
C -0.095967 2.219892 3.338119 -0.0048 -0.0729 0.1934
C -0.650157 1.005138 2.962815 0.3150 0.2729 0.0961
N 0.304461 0.121286 2.614714 -0.6048 -0.6675 1.2642
H 6.904718 -0.262474 4.489336 0.0202 0.0239 0.0104
H 5.774764 -0.082856 5.832544 0.0439 0.0261 0.0115
H 6.041421 1.263094 4.721449 0.0470 0.0026 0.0218
H 5.652211 -2.279419 3.630647 0.0246 0.0012 -0.0488
H 3.890276 -3.032176 2.113476 0.0166 0.0272 -0.0671
H 4.157942 -2.332086 -0.047536 -0.0288 0.0278 0.0516
H 4.312519 -4.008648 -1.797578 -0.0094 0.0129 -0.0474
H 3.300330 -5.638273 -3.253368 0.0035 -0.0367 0.0102
H 1.726083 -5.084858 -3.825446 0.0183 -0.0076 -0.0132
H 1.814327 -6.392383 -2.646287 0.0491 -0.0421 -0.0483
H 0.097387 -4.616493 -1.609854 -0.0384 0.0643 0.0025
H -1.132081 -4.947229 0.323602 0.0827 0.0107 -0.0202
H -3.237248 -3.798087 1.635577 0.0010 -0.0059 -0.0130
H -2.502572 -1.190123 1.879584 0.0587 0.0772 -0.0596
H 3.652729 1.443409 4.130859 -0.0568 -0.0018 -0.0002
H 2.067780 2.777419 3.277444 0.0677 -0.0648 0.0456
H -0.610950 3.109051 3.658868 -0.0014 0.0286 -0.0797
H -1.689120 0.718453 2.946235 -0.0045 0.0006 -0.1328
C -6.333437 2.081912 1.618270 0.0475 -0.0177 -0.0344
C -5.459485 1.527115 0.483376 -0.1090 -0.0224 -0.0016
C -6.191277 1.689869 -0.859219 0.0676 -0.0657 0.0729
C -5.246880 0.033308 0.738444 0.0653 0.0581 -0.0961
C -4.140449 2.297144 0.410853 -0.1772 0.1098 0.0265
C -4.176762 3.688036 0.264602 0.0821 0.0716 -0.0300
C -3.006484 4.432951 0.160344 -0.0864 -0.1655 0.0379
C -1.791870 3.778684 0.206747 0.1870 -0.0652 -0.0409
S -0.184149 4.463898 0.078430 -0.0934 -0.1799 0.0660
C 0.492973 2.819538 0.147141 0.6299 0.7815 -0.1023
N -0.455863 1.848189 0.270992 0.4774 -0.3354 0.1664
C -1.718665 2.377746 0.326255 -0.4926 0.3278 0.0557
C -2.912490 1.654520 0.439036 0.3939 -0.0899 0.0391
C 1.857893 2.538616 0.024834 -0.6672 -0.0698 0.0752
C 2.846234 3.541725 -0.157835 0.4574 0.0709 -0.0449
C 4.162588 3.186428 -0.298372 -0.3630 0.5554 -0.0453
C 4.534327 1.829066 -0.306372 -0.1715 -0.7496 0.0674
C 3.569002 0.851887 -0.133100 0.7444 0.2951 -0.1539
C 2.213465 1.145210 0.070070 -0.7560 -0.2472 0.2913
H -7.278486 1.534700 1.670757 0.0016 -0.0157 -0.0051
H -6.564053 3.137181 1.475105 -0.0056 0.0246 -0.0074
H -5.821273 1.977944 2.576966 -0.0094 0.0022 0.0146
H -7.128593 1.125950 -0.859445 -0.0045 0.0007 0.0195
H -5.559399 1.320369 -1.668805 -0.0391 0.0129 -0.0435
H -6.420988 2.737700 -1.055106 -0.0055 0.0178 -0.0257
H -6.212857 -0.476703 0.750618 -0.0117 0.0039 0.0193
H -4.766096 -0.131543 1.705717 0.0131 -0.0251 0.0058
H -4.629889 -0.419962 -0.040156 -0.0114 -0.0421 0.0199
H -5.123611 4.209533 0.209636 -0.0391 -0.0269 0.0304
H -3.049142 5.507795 0.033584 -0.0016 0.0083 0.0251
H -2.834945 0.576465 0.489731 -0.0861 0.0155 -0.0243
H 2.553636 4.587023 -0.195220 0.0498 0.0211 0.0496
H 4.919653 3.953706 -0.420591 -0.0225 0.0120 -0.0372
H 5.571279 1.548548 -0.454053 0.0059 0.0128 0.0220
H 3.891284 -0.184286 -0.157865 -0.0061 -0.0054 0.0337
O 0.439486 -0.595951 -1.227807 -1.0280 -1.2333 -1.4490
N 0.727252 -0.665340 -2.528434 0.4102 0.0847 -0.4631
C 1.518643 0.302682 -3.124715 0.1259 0.2680 0.1214
C 1.633619 0.351487 -4.478689 -0.0588 -0.0850 -0.0388
C 0.946610 -0.562446 -5.309033 -0.0334 -0.0480 -0.1200
C 0.128707 -1.523881 -4.668792 0.0999 0.0706 0.0508
C 0.030311 -1.564597 -3.313989 -0.2490 -0.1133 0.1531
H 2.010117 0.983618 -2.444804 -0.0220 -0.0629 0.0510
H 2.268502 1.110817 -4.916403 0.0219 0.0389 0.0872
H 1.033397 -0.528292 -6.385144 0.0135 0.0172 0.0081
H -0.433843 -2.245471 -5.247789 -0.0100 -0.0324 0.0462
H -0.598139 -2.248783 -2.766509 -0.0288 0.0312 0.0233
N -3.650150 0.387742 -3.485277 -0.0922 0.1378 -0.0184
C -2.663925 0.225108 -2.517953 0.1063 0.0524 -0.1195
N -1.692661 1.178998 -2.550869 0.1572 -0.0856 0.3554
O -2.700358 -0.705348 -1.728961 -0.0598 0.0298 0.0212
H -3.389631 0.859801 -4.335432 0.0419 -0.0378 -0.0076
H -4.225340 -0.426579 -3.615515 0.0567 -0.0683 0.0235
H -1.895287 2.063128 -2.983181 -0.0029 0.0129 -0.0185
H -1.044251 1.210460 -1.759466 -0.2746 -0.1419 -0.3456
```
Positions in Å, forces in eV/Å.

The net charge is -1. Its spin multiplicity is 2. Its orbital gap (spin up / spin down) is 4.12 / 4.13 eV. Its HOMO energy (spin up / spin down) is -1.6 / -1.6 eV. As for the expectation value of S²: 0.78. Its LUMO energy (spin up / spin down) is 0.0921 / 0.0920 hartree. The value obtained for the total energy is -3555.36145 hartree.

Entry 2:
Density functional theory data (wB97M-V/def2-TZVPD) for a molecular structure, C43H44AsFeNOP2S2.

```
95
Properties=species:S:1:pos:R:3:forces:R:3
Fe 0.091441 -0.140104 -0.480731 0.5628 -0.1795 -0.1160
S 1.748966 -1.553421 0.949997 -0.3483 0.0683 -0.3298
P 1.601570 0.285434 1.811674 0.1566 0.0291 0.0523
C -0.250276 0.301512 1.576975 -0.3423 -0.4282 -0.4185
P -1.710434 0.039314 2.502266 -0.0137 0.0224 -0.1732
S -3.155540 -1.115775 1.764685 -0.0336 0.0073 0.3420
C -1.485223 -0.644888 4.197139 0.0899 0.0433 -0.0182
C -1.033032 -1.966060 4.236109 0.0254 0.0177 -0.0016
C -0.968960 -2.655752 5.434088 0.0262 0.0111 -0.0328
C -1.367985 -2.043183 6.616498 0.0268 -0.0143 0.0049
C -1.791750 -0.726028 6.591824 0.0389 0.0371 0.0139
C -1.835411 -0.026585 5.391018 0.1035 0.0551 -0.0479
C -2.481123 1.703774 2.651308 -0.0534 -0.0067 -0.0360
C -3.605000 1.932699 3.447186 0.0500 -0.0011 -0.0491
C -4.244062 3.162244 3.426803 0.0022 0.0013 0.0015
C -3.794759 4.172640 2.583637 0.0030 -0.0063 0.0156
C -2.718567 3.933260 1.743922 0.0001 -0.0180 0.0183
C -2.069662 2.704142 1.774974 0.0271 -0.0255 0.0283
C 3.549882 0.725742 1.954507 0.0235 -0.0937 -0.1176
C 4.587913 -0.103528 1.543899 0.0660 -0.0458 0.0259
C 5.921099 0.291886 1.643454 -0.0305 0.0138 0.0017
C 6.246568 1.538992 2.151103 -0.0267 0.0138 0.0038
C 5.222722 2.386864 2.564357 0.0305 -0.0233 -0.0191
C 3.903063 1.978455 2.466347 -0.0226 -0.0457 -0.0040
C 1.707328 0.268799 3.669741 -0.1454 0.2716 -0.0874
C 1.189866 1.313784 4.419535 -0.0919 0.0633 -0.0375
C 1.409611 1.382644 5.790519 -0.0661 -0.0038 0.0134
C 2.111537 0.374390 6.428057 -0.0123 -0.0368 0.0050
C 2.616037 -0.688808 5.684193 -0.0177 0.0065 0.0285
C 2.439548 -0.726919 4.312584 -0.0462 -0.0365 -0.0192
H -0.741291 -2.451604 3.311215 -0.0057 -0.0031 0.0069
H -0.609191 -3.677306 5.444376 -0.0060 -0.0054 0.0016
H -1.331933 -2.587124 7.552783 0.0015 -0.0018 -0.0031
H -2.079000 -0.229613 7.511402 0.0017 0.0034 -0.0061
H -2.126714 1.013620 5.401822 -0.0713 0.0653 -0.0312
H -4.008209 1.127768 4.045926 0.0192 -0.0409 0.0649
H -5.112030 3.327149 4.053743 0.0052 0.0000 0.0147
H -4.295795 5.133061 2.571005 -0.0135 -0.0021 -0.0138
H -2.385881 4.699236 1.053307 0.0180 0.0055 -0.0065
H -1.252546 2.494674 1.093770 -0.2587 -0.0224 0.0350
H 4.350720 -1.081337 1.139685 -0.0079 0.0172 0.0063
H 6.706597 -0.382111 1.319050 0.0020 -0.0031 -0.0043
H 7.281671 1.850282 2.226181 0.0017 0.0042 0.0034
H 5.457605 3.367229 2.963531 0.0002 0.0024 0.0068
H 3.123979 2.658260 2.802005 0.0014 0.0104 -0.0041
H 0.600358 2.085531 3.929936 -0.0193 -0.0164 0.0118
H 1.008177 2.211576 6.361777 -0.0044 0.0004 -0.0037
H 2.253864 0.405068 7.501484 0.0258 0.0060 -0.0032
H 3.157987 -1.486139 6.179155 -0.0005 0.0019 -0.0004
H 2.869989 -1.530970 3.726632 -0.0231 -0.0120 -0.0066
N -3.173562 1.625121 -2.323516 0.0068 0.0069 -0.0184
C -2.229219 0.818984 -1.768341 -0.0847 -0.0754 -0.0322
O -1.104428 1.266400 -1.540815 0.2972 -0.0366 0.2364
C -2.612489 -0.598548 -1.460581 0.0450 0.0542 -0.1830
C -1.407964 -1.440025 -1.062338 0.3608 0.2724 0.8559
H -2.983669 2.613091 -2.349304 0.0055 -0.0109 0.0337
H -4.133700 1.329587 -2.301083 0.0281 -0.0037 0.0090
H -3.176948 -0.984127 -2.319653 -0.0374 -0.0076 0.0008
H -3.310364 -0.536846 -0.614860 0.0172 0.0192 -0.0767
H -1.236246 -2.246078 -1.780910 0.0623 0.0662 -0.1481
H -1.586821 -1.900706 -0.090355 -0.2227 -0.2440 -0.2226
C 1.954183 3.649635 -1.442218 0.0226 -0.0494 -0.0143
C 1.220036 3.879762 -0.281259 -0.0087 -0.0234 0.0403
C 1.061373 2.868844 0.647842 -0.0357 0.0684 0.0351
C 1.636089 1.609119 0.453782 0.1044 0.1546 0.3008
C 2.408842 1.409544 -0.688246 -0.0531 -0.0488 -0.0082
C 2.548684 2.416495 -1.641815 -0.0440 0.0452 0.0127
H 2.074130 4.437254 -2.176201 -0.0009 0.0015 -0.0011
H 0.773130 4.850746 -0.103029 0.0006 0.0089 -0.0024
H 0.483464 3.056193 1.546638 0.1785 0.0083 -0.0427
H 2.948108 0.476980 -0.790696 0.0337 0.0150 0.0023
H 3.148434 2.241794 -2.526956 -0.0053 -0.0159 -0.0059
C 2.976066 -0.882032 -3.221911 0.0490 0.0663 0.0234
As 1.199286 -1.143766 -2.442252 -0.3736 0.0623 0.1343
C 0.210751 -1.141375 -4.125823 -0.0160 0.0162 0.0036
C 1.394581 -3.068390 -2.041380 0.0242 -0.0557 -0.0390
C 1.450751 -3.979132 -3.223939 0.0173 -0.0129 0.0514
C 0.279652 -4.438004 -3.828567 -0.0115 -0.0269 -0.0003
C 0.325134 -5.282786 -4.926469 0.0166 0.0203 -0.0103
C 1.547146 -5.686602 -5.450047 0.0049 -0.0048 0.0272
C 2.720054 -5.236868 -4.861364 -0.0173 0.0221 -0.0004
C 2.669405 -4.393380 -3.759282 -0.0064 0.0300 -0.0355
H 3.146152 -1.614138 -4.011926 0.0207 0.0088 -0.0079
H 3.738849 -0.993181 -2.450417 -0.0026 -0.0079 0.0047
H 3.043754 0.122364 -3.639114 0.0065 -0.0065 -0.0208
H 0.605637 -1.879912 -4.821992 -0.0072 0.0004 -0.0358
H 0.300707 -0.144358 -4.559267 0.0011 0.0032 0.0162
H -0.841004 -1.341574 -3.927700 -0.0045 -0.0124 -0.0091
H 0.569768 -3.313152 -1.375410 -0.0225 -0.0038 -0.0086
H 2.312132 -3.126019 -1.454802 0.0030 0.0053 0.0085
H -0.676572 -4.127934 -3.422386 -0.0066 0.0050 0.0077
H -0.597108 -5.626965 -5.378154 -0.0067 -0.0103 0.0124
H 1.583710 -6.354977 -6.300832 -0.0012 0.0151 -0.0200
H 3.679202 -5.546501 -5.257912 0.0059 -0.0076 0.0072
H 3.588523 -4.052264 -3.296622 0.0084 -0.0171 0.0041
```
Positions in Å, forces in eV/Å.

The net charge is -1. Its spin multiplicity is 2. The calculation puts the energy above the lowest of the compared OMol25 structures with the same formula, charge and spin at 345.7 kJ/mol. Its orbital gap (spin up / spin down) is 6.60 / 6.95 eV. Its HOMO energy (spin up / spin down) is -4.1 / -4.4 eV. As for the expectation value of S²: 1.14. Its LUMO energy (spin up / spin down) is 0.0936 / 0.0934 hartree. The value obtained for the total energy is -6773.48543 hartree.

Q: Number 2 is which compound?
A: C43H44AsFeNOP2S2